Model one:
Density functional theory data (ωB97M-V/def2-TZVPD) for 3 unconnected molecules or ions with the total composition C3H14NO2.

Element x y z (Å)
C  -0.05  0.37  0.31
C  0.38  -0.70  -0.69
C  0.50  -0.08  -2.08
N  -0.74  -0.20  1.54
H  0.88  0.88  0.61
H  -0.81  0.98  -0.15
H  -0.35  -1.53  -0.75
H  1.35  -1.10  -0.39
H  -0.45  0.07  -2.61
H  1.02  0.88  -2.13
H  1.03  -0.82  -2.68
H  -1.71  -0.28  1.19
H  -0.31  -1.07  1.85
H  -0.76  0.39  2.38
H  3.68  0.65  1.83
H  3.74  1.71  0.75
O  3.15  1.08  1.16
H  -4.13  -0.17  0.41
H  -3.16  -0.60  -0.76
O  -3.25  -0.46  0.19

The calculation puts the LUMO energy at -3.07 eV. As for the charge: +1. The spin multiplicity is 1. For the frontier orbital gap, the calculation gives 11.92 eV.

---

Model two:
Density functional theory data (ωB97M-V/def2-TZVPD) for 3 unconnected molecules or ions with the total composition C3H14NO2.

Element x y z (Å)
C  0.61  -1.54  0.98
C  0.99  -0.26  0.34
N  -0.27  0.56  -0.05
C  0.02  1.80  -0.76
H  -0.34  -1.20  1.35
H  1.26  -1.90  1.79
H  0.28  -2.30  0.21
H  1.62  -0.46  -0.56
H  1.35  0.48  1.04
H  -0.89  0.09  -0.72
H  -0.72  0.87  0.74
H  0.75  1.63  -1.56
H  -0.98  2.04  -1.06
H  0.29  2.51  0.03
H  -2.23  0.44  2.76
H  -2.78  1.71  2.34
O  -2.20  1.00  2.01
H  1.10  -2.57  -2.96
H  1.20  -1.15  -3.32
O  0.93  -1.75  -2.59

The calculation puts the LUMO energy at -2.84 eV. As for the charge: +1. The spin multiplicity is 1. For the frontier orbital gap, the calculation gives 12.45 eV.

---

Of them, model one has the highest stability.

---

Model one:
Density functional theory data (ωB97M-V/def2-TZVPD) for a single CH2OS2 molecule.

Element x y z (Å)
C  0.15  -0.09  -0.19
O  -2.50  -1.10  -0.19
S  1.35  1.18  -0.27
S  -1.91  0.23  -0.32
H  0.66  -0.89  0.41
H  2.26  0.67  0.56

The calculation puts the LUMO energy (spin up / spin down) at -0.55 / -1.09 eV. As for the charge: 0. The spin multiplicity is 1. For the frontier orbital gap (spin up / spin down), the calculation gives 8.49 / 6.98 eV.

---

Model two:
Density functional theory data (ωB97M-V/def2-TZVPD) for 2 unconnected molecules or ions with the total composition CH2OS2.

Element x y z (Å)
C  -0.57  -0.05  -0.69
O  2.09  -0.96  0.27
S  -1.38  1.08  0.04
S  1.96  0.27  -0.56
H  -0.36  -1.11  -0.35
H  -1.73  0.77  1.30

The calculation puts the LUMO energy (spin up / spin down) at -1.65 / -1.26 eV. As for the charge: 0. The spin multiplicity is 1. For the frontier orbital gap (spin up / spin down), the calculation gives 7.26 / 6.95 eV.

---

Of them, model one has the highest stability.

---

Model one:
Density functional theory data (ωB97M-V/def2-TZVPD) for a single CH2OS2 molecule.

Element x y z (Å)
O  0.27  1.56  -0.01
C  0.09  0.20  -0.07
S  1.57  -0.51  0.01
S  -1.56  -0.49  0.01
H  -0.75  1.55  0.23
H  -2.05  0.76  -0.05

The calculation puts the LUMO energy at -0.02 eV. As for the charge: 0. The SMILES is OC(=S)S. The spin multiplicity is 1. For the frontier orbital gap, the calculation gives 8.85 eV.

---

Model two:
Density functional theory data (ωB97M-V/def2-TZVPD) for 2 unconnected molecules or ions with the total composition CH2OS2.

Element x y z (Å)
C  -1.07  -0.35  0.08
O  2.04  -0.37  -0.98
S  -0.62  0.30  1.56
S  1.22  -1.61  -1.17
H  -1.09  0.48  -0.73
H  -0.48  1.55  1.24

The calculation puts the LUMO energy (spin up / spin down) at -1.57 / -1.39 eV. As for the charge: 0. The spin multiplicity is 1. For the frontier orbital gap (spin up / spin down), the calculation gives 7.62 / 7.19 eV.

---

Of them, model one has the highest stability.

---

Model one:
Density functional theory data (ωB97M-V/def2-TZVPD) for 3 unconnected molecules or ions with the total composition C4H14NO3.

Element x y z (Å)
C  -0.70  -1.98  -0.37
N  0.41  -1.42  0.35
C  1.91  -0.73  -1.63
C  1.29  -0.45  -0.19
C  0.52  1.00  -0.13
O  -0.34  1.00  1.04
H  -0.60  -3.08  -0.51
H  -0.64  -1.55  -1.34
H  -1.71  -1.66  0.02
H  -0.06  -0.58  0.98
H  2.77  -1.30  -1.54
H  1.17  -1.14  -2.28
H  2.01  0.24  -2.08
H  2.29  -0.29  0.41
H  1.38  1.73  -0.10
H  -0.23  1.09  -1.02
H  -3.08  -0.89  0.58
H  -2.32  0.36  0.36
O  -3.17  0.00  0.11
H  -0.03  3.01  3.08
H  -0.43  2.99  1.73
O  -0.43  3.67  2.51

The calculation puts the LUMO energy at 3.93 eV. As for the charge: -1. The spin multiplicity is 1. For the frontier orbital gap, the calculation gives 7.85 eV.

---

Model two:
Density functional theory data (ωB97M-V/def2-TZVPD) for 3 unconnected molecules or ions with the total composition C4H14NO3.

Element x y z (Å)
C  0.80  1.89  0.23
C  1.01  0.36  0.29
C  1.56  -0.19  -1.00
N  -0.35  -0.22  0.68
C  -1.51  0.16  -0.19
O  -1.33  0.18  -1.51
H  0.30  2.20  -0.69
H  1.81  2.31  0.07
H  0.31  2.28  1.13
H  1.70  0.06  1.09
H  0.83  -0.16  -1.81
H  1.74  -1.28  -0.90
H  2.53  0.16  -1.41
H  -0.26  -1.20  0.41
H  -1.71  1.21  0.18
H  -2.40  -0.30  0.31
H  -0.37  -0.16  2.33
H  -0.65  -0.93  3.68
O  -0.22  -0.15  3.35
H  -1.42  -2.78  -1.74
H  -1.31  -1.24  -2.09
O  -1.05  -2.20  -2.41

The calculation puts the LUMO energy at 3.90 eV. As for the charge: -1. The spin multiplicity is 1. For the frontier orbital gap, the calculation gives 7.69 eV.

---

Of them, model two has the highest stability.

---

Model one:
Density functional theory data (ωB97M-V/def2-TZVPD) for 3 unconnected molecules or ions with the total composition C4H14NO3.

Element x y z (Å)
C  -0.12  0.38  1.34
O  0.10  -0.96  1.65
C  -0.74  0.42  -0.16
C  -1.73  1.53  -0.49
C  -1.20  2.87  0.02
N  -1.32  -0.83  -0.67
H  0.85  0.89  1.31
H  -0.79  0.70  2.13
H  0.15  0.58  -0.87
H  -2.70  1.35  0.14
H  -1.95  1.78  -1.59
H  -0.48  2.83  0.88
H  -0.52  3.46  -0.68
H  -2.07  3.60  0.43
H  -2.10  -1.11  -0.04
H  -0.61  -1.67  -0.89
H  1.11  -2.97  -0.13
H  0.61  -1.47  0.75
O  0.96  -2.08  -0.43
H  2.40  -1.34  -0.69
H  3.09  -0.22  -1.58
O  3.31  -0.93  -1.06

The calculation puts the LUMO energy at 3.82 eV. As for the charge: -1. The spin multiplicity is 1. For the frontier orbital gap, the calculation gives 8.02 eV.

---

Model two:
Density functional theory data (ωB97M-V/def2-TZVPD) for a molecular structure, C4H14NO3.

Element x y z (Å)
C  0.21  -2.75  0.10
C  -0.14  -1.25  -0.06
C  -0.47  -0.90  -1.50
C  -1.02  0.58  -1.62
O  -2.07  0.85  -0.70
N  0.98  -0.53  0.64
H  -0.61  -3.33  -0.34
H  0.25  -2.91  1.17
H  1.05  -3.02  -0.53
H  -1.03  -1.12  0.57
H  -1.26  -1.59  -1.85
H  0.40  -1.00  -2.15
H  -1.39  0.73  -2.62
H  -0.21  1.26  -1.27
H  0.42  0.16  1.17
H  1.46  0.04  -0.05
H  3.06  1.98  2.22
H  2.35  1.24  1.04
O  3.09  1.84  1.26
H  -1.38  0.95  0.30
H  -1.31  2.37  1.06
O  -1.07  1.49  1.39

The calculation puts the LUMO energy at 3.93 eV. As for the charge: -1. The spin multiplicity is 1. For the frontier orbital gap, the calculation gives 8.00 eV.

---

Model three:
Density functional theory data (ωB97M-V/def2-TZVPD) for 3 unconnected molecules or ions with the total composition C4H14NO3.

Element x y z (Å)
C  -0.14  2.20  1.10
N  -0.85  1.77  -0.15
C  0.54  1.58  -2.13
C  -0.22  0.82  -1.07
C  0.67  -0.21  -0.38
O  0.17  -1.38  0.47
H  0.93  2.40  0.83
H  -0.23  1.55  1.97
H  -0.65  3.26  1.49
H  -1.70  1.38  0.28
H  -0.05  2.37  -2.55
H  1.50  1.86  -1.72
H  0.81  0.92  -3.01
H  -1.08  0.20  -1.54
H  1.34  -0.64  -1.15
H  1.36  0.47  0.28
H  1.00  -1.12  3.37
H  0.51  -0.84  1.93
O  0.59  -0.39  2.84
H  -0.35  -4.42  -1.05
H  -0.67  -2.84  -0.61
O  -1.00  -3.65  -1.14

The calculation puts the LUMO energy at 4.01 eV. As for the charge: -1. The spin multiplicity is 1. For the frontier orbital gap, the calculation gives 7.86 eV.

---

Of them, model two has the highest stability.

---

Model one:
Density functional theory data (ωB97M-V/def2-TZVPD) for a single C22H25N3O5S molecule.

Element x y z (Å)
C  -6.00  -2.72  -1.67
C  -4.95  -1.88  -0.99
C  -3.67  -2.36  -0.78
C  -2.71  -1.58  -0.17
C  -3.03  -0.29  0.26
N  -2.08  0.54  0.89
C  -0.81  0.27  1.24
O  -0.23  -0.79  1.12
C  -0.12  1.51  1.83
N  0.23  2.45  0.78
C  -0.67  3.40  0.43
O  -1.79  3.44  0.92
C  -0.22  4.37  -0.64
O  1.17  4.58  -0.71
C  1.92  3.45  -0.62
C  3.17  3.41  -1.23
C  3.94  2.26  -1.15
C  3.45  1.16  -0.47
S  4.45  -0.34  -0.46
O  5.68  -0.03  0.21
O  4.53  -0.80  -1.82
N  3.54  -1.36  0.51
C  4.30  -2.18  1.44
C  4.40  -3.53  0.74
C  3.02  -3.67  0.11
C  2.61  -2.22  -0.20
C  2.23  1.19  0.16
C  1.46  2.34  0.11
C  -4.32  0.21  0.07
C  -4.70  1.59  0.54
C  -5.26  -0.60  -0.55
H  -6.19  -2.33  -2.67
H  -5.67  -3.75  -1.76
H  -6.93  -2.69  -1.11
H  -3.41  -3.36  -1.11
H  -1.72  -1.96  -0.01
H  -2.40  1.49  1.05
H  0.79  1.21  2.36
H  -0.79  2.02  2.52
H  -0.68  5.35  -0.45
H  -0.59  4.00  -1.61
H  3.51  4.28  -1.76
H  4.91  2.20  -1.62
H  3.73  -2.27  2.37
H  5.26  -1.71  1.64
H  5.17  -3.48  -0.04
H  4.64  -4.35  1.42
H  3.02  -4.29  -0.78
H  2.32  -4.10  0.83
H  1.59  -2.01  0.13
H  2.69  -2.00  -1.27
H  1.88  0.31  0.68
H  -4.06  2.35  0.11
H  -4.64  1.66  1.62
H  -5.73  1.81  0.25
H  -6.26  -0.22  -0.71

The calculation puts the LUMO energy at 0.53 eV. As for the charge: 0. The SMILES is Cc1ccc(NC(=O)CN2C(=O)COc3ccc(S(=O)(=O)N4CCCC4)cc32)c(C)c1. The spin multiplicity is 1. For the frontier orbital gap, the calculation gives 8.92 eV.

---

Model two:
Density functional theory data (ωB97M-V/def2-TZVPD) for a single C22H25N3O5S molecule.

Element x y z (Å)
C  3.09  3.64  -0.26
C  1.87  4.05  0.56
O  1.56  3.14  1.59
C  0.83  2.02  1.32
C  0.48  1.25  2.43
C  -0.31  0.13  2.29
C  -0.76  -0.26  1.04
N  -1.66  -1.34  0.90
C  -1.44  -2.56  1.65
C  -0.06  -3.16  1.38
O  0.64  -3.59  2.27
N  0.28  -3.16  0.08
C  1.62  -3.50  -0.37
C  2.40  -2.26  -0.71
C  2.68  -1.33  0.29
C  3.39  -0.18  0.00
C  3.82  0.05  -1.30
C  3.53  -0.85  -2.30
C  2.81  -2.01  -2.01
S  -2.58  -1.48  -0.48
O  -1.76  -1.76  -1.64
O  -3.62  -2.42  -0.18
C  -3.28  0.13  -0.59
C  -3.30  1.09  -1.65
C  -2.67  0.98  -2.98
N  -3.98  2.14  -1.26
O  -4.42  1.91  0.00
C  -4.01  0.71  0.41
C  -4.35  0.22  1.76
C  -0.36  0.47  -0.07
C  0.41  1.61  0.06
H  3.95  3.50  0.39
H  3.32  4.42  -0.99
H  2.91  2.71  -0.79
H  2.08  4.99  1.08
H  1.00  4.21  -0.09
H  0.84  1.56  3.40
H  -0.57  -0.44  3.17
H  -2.22  -3.26  1.33
H  -1.55  -2.39  2.73
H  -0.33  -2.75  -0.61
H  2.10  -4.03  0.46
H  1.55  -4.17  -1.23
H  2.35  -1.53  1.30
H  3.61  0.52  0.78
H  4.39  0.94  -1.53
H  3.86  -0.67  -3.31
H  2.59  -2.71  -2.79
H  -1.82  1.66  -3.04
H  -3.38  1.27  -3.75
H  -2.32  -0.03  -3.14
H  -3.53  0.40  2.45
H  -4.53  -0.86  1.71
H  -5.24  0.73  2.13
H  -0.64  0.14  -1.06
H  0.68  2.15  -0.83

The calculation puts the LUMO energy at 0.58 eV. As for the charge: 0. The SMILES is CCOc1ccc(N(CC(=O)NCc2ccccc2)S(=O)(=O)c2c(C)noc2C)cc1. The spin multiplicity is 1. For the frontier orbital gap, the calculation gives 8.94 eV.

---

Of them, model one has the highest stability.